21 unconnected molecules or ions with the total composition C9H61BNO24S, computed with the ωB97M-V functional and the def2-TZVPD basis.

```
! wB97M-V def2-TZVPD RIJCOSX def2/J DEFGRID3
* xyz -1 1
C -2.54 -1.66 -0.76
C -1.13 -1.51 -1.40
C 0.01 -1.99 -0.49
C 0.21 -1.19 0.80
C 0.63 0.30 0.65
C 1.56 0.63 -0.55
C 0.83 1.65 -1.47
B 1.20 3.16 -0.92
C 2.34 3.89 -1.82
O 2.83 5.18 -1.30
N 3.40 5.02 -0.07
O 3.11 5.91 0.66
S -0.44 4.16 -0.88
C -1.44 3.91 -2.37
O -0.22 5.63 -0.74
O -1.20 3.67 0.31
H -3.16 -0.85 -1.16
H -2.53 -1.70 0.33
H -2.98 -2.58 -1.14
H -1.12 -2.18 -2.27
H -0.99 -0.50 -1.79
H 0.93 -2.10 -1.08
H -0.25 -3.01 -0.19
H 0.88 -1.70 1.51
H -0.77 -1.19 1.31
H 1.20 0.56 1.55
H -0.25 0.95 0.69
H 2.43 1.18 -0.17
H 1.96 -0.26 -1.06
H -0.25 1.51 -1.34
H 1.10 1.57 -2.54
H 1.55 3.08 0.23
H 3.21 3.23 -1.94
H 1.91 4.14 -2.80
H -2.44 4.31 -2.22
H -1.54 2.83 -2.56
H -0.93 4.31 -3.24
O -3.56 2.27 1.67
H -2.94 1.55 1.81
H -3.01 2.96 1.27
O 4.28 1.93 0.56
H 5.25 1.84 0.55
H 4.14 2.86 0.77
O 0.26 1.90 3.46
H 0.14 2.36 2.62
H 0.83 2.49 3.97
O 7.01 1.57 1.77
H 7.41 2.34 2.17
H 7.16 0.87 2.41
O -0.24 -5.13 -1.60
H -0.47 -5.54 -2.44
H -0.70 -5.67 -0.94
O -2.87 -6.46 -0.40
H -3.10 -6.87 -1.24
H -3.32 -6.99 0.25
O 3.17 2.78 3.50
H 3.84 2.10 3.64
H 3.63 3.48 3.03
O 0.11 -5.49 1.20
H 0.82 -5.56 1.85
H 0.56 -5.16 0.41
O -4.48 -2.90 -2.80
H -4.71 -3.31 -3.64
H -4.92 -3.45 -2.14
O -4.20 -3.27 1.27
H -3.66 -4.03 1.03
H -4.31 -3.35 2.22
O -4.63 -8.44 -1.18
H -4.86 -8.84 -2.02
H -5.09 -8.97 -0.52
O -3.36 6.11 -0.12
H -2.41 5.89 -0.17
H -3.37 7.02 0.19
O -5.10 1.39 -0.81
H -4.69 1.65 0.03
H -6.03 1.33 -0.62
O 3.60 1.67 -3.92
H 4.20 0.94 -3.76
H 4.15 2.34 -4.35
O 2.18 -7.49 2.05
H 2.81 -7.67 2.75
H 1.78 -8.34 1.85
O -6.71 -2.20 2.31
H -6.30 -2.15 3.18
H -5.97 -2.10 1.70
O 7.22 2.18 4.38
H 7.59 2.58 5.18
H 6.29 2.05 4.60
O 7.72 2.13 7.52
H 7.83 1.39 8.13
H 7.14 2.74 7.99
O -2.67 4.73 -4.85
H -2.62 5.65 -5.11
H -3.15 4.31 -5.57
O -1.55 -2.87 -5.24
H -2.29 -2.72 -4.64
H -0.78 -2.81 -4.66
*
```

Values from the calculation:
frontier orbital gap	6.43	eV
E	-72463.097	eV